{"formula": "C6H16", "method": "ωB97M-V with the def2-TZVPD basis set", "elements": ["C", "C", "C", "C", "H", "H", "H", "H", "H", "H", "H", "H", "H", "H", "C", "C", "H", "H", "H", "H", "H", "H"], "positions_angstrom": [[-0.1707, -2.4155, 1.2218], [-0.4474, -1.1781, 0.3730], [-0.5018, -1.5346, -1.1116], [-1.7294, -0.4828, 0.8103], [-0.1684, -2.1671, 2.2834], [0.8015, -2.8471, 0.9809], [-0.9424, -3.1713, 1.0643], [0.3853, -0.4816, 0.5138], [-1.3775, -2.1477, -1.3258], [-0.5931, -0.6300, -1.7223], [0.3884, -2.0838, -1.4200], [-1.7008, -0.2211, 1.8685], [-1.8953, 0.4421, 0.2518], [-2.5926, -1.1268, 0.6437], [0.6848, 2.3862, -0.7712], [2.0589, 2.9719, -0.4341], [0.0212, 2.4421, 0.0927], [0.2212, 2.9459, -1.5817], [0.7664, 1.3448, -1.0816], [1.9850, 4.0393, -0.2197], [2.5014, 2.4632, 0.4230], [2.7379, 2.8704, -1.2801]], "forces_ev_per_angstrom": [[0.0, 0.1, 0.0], [0.1, -0.1, -0.1], [-0.1, 0.3, 0.1], [0.0, 0.2, 0.0], [0.0, 0.0, 0.1], [0.0, -0.1, 0.0], [0.0, -0.1, 0.0], [0.0, 0.0, 0.1], [0.0, -0.1, 0.0], [0.1, -0.1, 0.0], [0.0, 0.0, -0.1], [0.0, 0.0, 0.1], [0.0, -0.1, 0.0], [-0.1, -0.1, 0.0], [0.2, 0.2, 0.1], [-0.2, -0.1, -0.2], [0.0, -0.1, 0.0], [-0.1, 0.0, -0.1], [0.0, 0.0, 0.0], [0.0, -0.1, 0.1], [0.0, 0.1, 0.0], [0.1, -0.1, 0.0]], "nbo_charge": [-0.60, -0.22, -0.60, -0.60, 0.21, 0.21, 0.20, 0.19, 0.20, 0.21, 0.21, 0.21, 0.21, 0.20, -0.61, -0.60, 0.20, 0.20, 0.20, 0.20, 0.20, 0.20], "homo_lumo_gap_ev": 12.40, "e_homo_ha": -0.4155, "smiles": "CC(C)C.CC", "de_lowest_kcal_mol": 0.0, "lumo_ev": 1.09}